Density functional theory data (wB97M-V/def2-TZVPD) for a molecular structure, C17H39OP3STi.

The geometry in XYZ format:
```
62
Properties=species:S:1:pos:R:3
Ti 0.32 -2.10 -1.38
P 3.08 0.17 0.81
P -0.99 -1.00 0.49
P -2.37 2.65 -3.94
H 1.53 -0.05 -3.99
C 0.72 0.13 -3.26
C 1.06 -0.44 -1.92
H 2.13 -0.77 -1.92
C 4.16 -0.94 1.81
C 3.00 1.57 2.00
C 4.39 0.84 -0.29
C -2.72 -1.48 0.77
C -0.22 -1.35 2.11
C -1.11 0.82 0.47
C -2.80 3.57 -5.41
C -1.20 3.57 -2.93
C -3.83 2.22 -2.98
H 0.59 1.22 -3.19
H 0.95 0.34 -1.14
H 4.51 -1.78 1.20
H 3.60 -1.33 2.67
H 5.03 -0.38 2.18
H 2.47 1.26 2.91
H 2.45 2.40 1.54
H 4.02 1.90 2.26
H 4.81 0.04 -0.91
H 5.19 1.30 0.31
H 3.95 1.60 -0.95
H -3.14 -0.91 1.61
H -2.79 -2.55 1.00
H -3.33 -1.28 -0.13
H -0.85 -0.95 2.91
H 0.78 -0.89 2.18
H -0.12 -2.43 2.24
H -1.81 1.16 1.24
H -1.47 1.16 -0.51
H -0.13 1.28 0.66
H -3.88 3.80 -5.41
H -2.56 2.95 -6.29
H -2.23 4.50 -5.46
H -1.38 4.64 -3.07
H -0.18 3.32 -3.23
H -1.33 3.32 -1.86
H -4.66 2.85 -3.30
H -3.63 2.36 -1.91
H -4.07 1.16 -3.18
C -0.89 -1.82 -3.58
C -1.76 -2.01 -2.50
C -1.69 -3.21 -1.75
C -0.63 -4.12 -1.96
C 0.37 -3.81 -2.91
C 0.22 -2.67 -3.71
S -0.83 -0.15 -4.55
H -1.72 1.34 -4.38
H -2.55 -1.29 -2.28
H -2.44 -3.44 -0.99
H -0.56 -5.03 -1.37
H 1.23 -4.47 -3.04
H 1.00 -2.45 -4.45
O 1.74 -3.09 -0.17
H 2.25 -2.66 0.56
H 2.06 -4.01 -0.25
```

Output
E_HOMO (alpha / beta): -16.4785 / -16.4877 eV
Spin multiplicity: 2
Total charge: +3
Relative energy (zero: lowest compared OMol25 entry of this formula, charge and spin): 0.0 kcal/mol
Molecular weight: 432.35 g/mol
Electronic energy: -82098.6021 eV
Expectation value of S²: 0.75
Lowest unoccupied orbital energy (alpha / beta): -10.07 / -10.29 eV